Below is 2 unconnected molecules or ions with the total composition CH4O3, with properties calculated with ωB97M-V/def2-TZVPD.

Computed properties:
E_HOMO (eV): -11.0524
ΔE to the lowest compared entry with this formula, charge and spin (kcal per mole): 16.37
SMILES: O=CO.O
Kohn-Sham gap (eV): 11.59
Spin multiplicity: 1

Last column: Löwdin charge in e.
Atoms and positions in Å:
O1 -1.25 -0.54 -0.01  0.099
C1 -0.31 -0.79 0.66  -0.396
O2 0.80 -1.44 0.18  0.053
H1 -0.17 -0.41 1.68  0.142
H2 1.16 -1.96 0.90  0.092
O3 -0.25 1.97 -0.87  -0.063
H3 -0.54 1.76 -1.76  0.037
H4 0.55 1.42 -0.78  0.035

***

Below is a molecular structure, C26H23Cl3CrN2O6P, with properties calculated with ωB97M-V/def2-TZVPD.

Computed properties:
E_HOMO (alpha / beta) (eV): -9.2857 / -8.8450
ΔE to the lowest compared entry with this formula, charge and spin (kcal per mole): 6.32
Kohn-Sham gap (alpha / beta) (eV): 9.37 / 9.00
Spin multiplicity: 2

Last column: Löwdin spin population.
Atoms and positions in Å:
Cr1 -0.73 -0.53 0.19  1.035
C1 -2.34 -0.10 1.58  -0.017
C2 -1.29 0.86 1.74  -0.013
C3 -1.19 1.60 0.55  -0.002
C4 -2.17 1.11 -0.34  -0.019
C5 -2.88 0.07 0.29  -0.005
H1 -2.68 -0.81 2.32  0.000
H2 -0.70 1.01 2.63  0.000
H3 -0.45 2.35 0.31  0.002
H4 -2.29 1.42 -1.37  0.000
H5 -3.66 -0.53 -0.16  0.001
O1 5.48 0.52 -0.85  0.000
C6 5.08 1.54 -1.58  0.000
O2 5.86 2.19 -2.24  0.000
C7 3.62 1.84 -1.60  0.000
C8 3.06 2.91 -2.26  0.000
Cl1 3.76 4.09 -3.26  0.000
N1 1.72 2.89 -2.04  0.000
N2 1.37 1.84 -1.28  0.000
C9 2.49 1.20 -1.01  0.001
C10 2.40 -0.05 -0.19  0.005
O3 3.44 -0.59 0.20  0.005
O4 1.25 -0.53 0.03  0.021
C11 0.68 3.71 -2.56  0.000
C12 0.76 5.09 -2.49  0.000
C13 -0.30 5.85 -2.98  0.000
C14 -1.42 5.23 -3.52  0.000
C15 -1.49 3.84 -3.57  0.000
C16 -0.44 3.07 -3.09  0.000
H6 4.72 0.09 -0.36  0.000
H7 1.62 5.57 -2.06  0.000
H8 -0.24 6.93 -2.93  0.000
H9 -2.24 5.83 -3.89  0.000
H10 -2.36 3.36 -3.99  0.000
H11 -0.46 1.99 -3.11  0.000
Cl2 -1.41 -3.93 -3.32  0.001
C17 -0.36 -2.52 -3.16  0.000
Cl3 1.35 -2.98 -3.06  0.000
C18 -0.67 -1.72 -1.91  0.006
O5 -0.55 -0.48 -1.95  -0.005
O6 -0.98 -2.29 -0.83  0.006
H12 -0.48 -1.90 -4.04  0.000
C19 1.32 -1.25 3.05  -0.004
P1 0.10 -1.98 1.92  -0.014
C20 1.02 -3.37 1.20  0.000
C21 -1.14 -2.78 2.97  -0.003
C22 -2.06 -3.63 2.34  -0.001
C23 -3.08 -4.22 3.07  0.000
C24 -3.19 -3.97 4.44  -0.001
C25 -2.29 -3.13 5.06  0.000
C26 -1.26 -2.54 4.33  -0.001
H13 1.64 -1.98 3.79  -0.001
H14 0.93 -0.37 3.56  0.000
H15 2.18 -0.95 2.44  0.000
H16 1.39 -4.01 2.00  0.000
H17 1.85 -2.96 0.62  0.000
H18 0.37 -3.94 0.54  0.000
H19 -1.98 -3.81 1.28  0.000
H20 -3.78 -4.87 2.58  0.000
H21 -3.99 -4.43 5.00  0.000
H22 -2.38 -2.93 6.12  0.000
H23 -0.56 -1.88 4.84  0.000

***

Below is a molecular structure, C2H12BeF6NO10S2 at a distorted geometry, with properties calculated with ωB97M-V/def2-TZVPD.

Computed properties:
E_HOMO (eV): -13.1101
ΔE to the lowest compared entry with this formula, charge and spin (kcal per mole): 16.38
Net charge: +1
Kohn-Sham gap (eV): 8.20
Spin multiplicity: 1

Last column: Löwdin charge in e.
Atoms and positions in Å:
Be1 -0.48 -0.69 -0.14  0.913
C1 0.48 1.72 2.78  -0.643
F1 -0.66 0.99 2.88  0.072
F2 0.15 2.78 2.07  0.164
F3 0.86 2.00 4.01  0.186
S1 1.80 0.59 1.99  0.634
O1 3.09 1.13 2.23  -0.216
O2 1.56 -0.72 2.52  -0.273
N1 1.23 0.62 0.39  -0.291
S2 2.23 1.70 -0.30  0.582
O3 2.30 2.99 0.32  -0.245
O4 3.48 1.05 -0.56  -0.245
C2 1.39 2.09 -1.94  -0.656
F4 2.16 2.98 -2.52  0.178
F5 1.10 1.01 -2.65  0.133
F6 0.24 2.76 -1.70  0.110
O5 -1.33 -1.39 1.93  -0.024
H1 -1.71 -2.19 2.31  0.085
H2 -1.28 -0.77 2.67  0.053
O6 -1.43 0.29 -2.43  -0.046
H3 -1.12 0.84 -3.16  0.064
H4 -2.18 -0.20 -2.79  0.057
O7 -2.38 -2.30 -0.61  -0.028
H5 -2.80 -2.49 -1.46  0.067
H6 -2.90 -2.79 0.03  0.075
O8 -1.85 1.31 0.49  -0.034
H7 -2.74 1.48 0.83  0.083
H8 -1.43 2.18 0.46  0.054
O9 0.62 -2.69 0.20  -0.025
H9 1.17 -3.05 -0.50  0.068
H10 0.57 -3.38 0.87  0.085
O10 0.03 -2.34 -2.47  -0.050
H11 -0.82 -2.72 -2.68  0.037
H12 0.65 -2.79 -3.06  0.076

***

Below is a molecular structure, C19H14I2NiO6PSe at a distorted geometry, with properties calculated with ωB97M-V/def2-TZVPD.

Computed properties:
E_HOMO (alpha / beta) (eV): -5.8257 / -5.8247
ΔE to the lowest compared entry with this formula, charge and spin (kcal per mole): 12.81
Net charge: -1
Kohn-Sham gap (alpha / beta) (eV): 7.81 / 7.81
Spin multiplicity: 1

Last column: Löwdin charge in e.
Atoms and positions in Å:
Ni1 0.15 1.89 -1.52  0.140
O1 -2.35 0.06 -3.84  0.065
C1 -1.62 0.17 -2.87  -0.565
O2 -1.45 1.26 -2.20  -0.136
C2 -0.97 -1.11 -2.33  -0.110
C3 -1.15 -2.26 -3.09  -0.016
C4 -0.67 -3.49 -2.66  -0.073
C5 -0.01 -3.59 -1.44  -0.083
C6 0.17 -2.45 -0.67  -0.082
C7 -0.30 -1.21 -1.11  -0.272
P1 -0.01 0.26 -0.09  1.125
C8 1.47 -0.15 0.88  -0.336
C9 2.70 -0.12 0.22  -0.076
C10 3.85 -0.47 0.90  -0.067
C11 3.80 -0.84 2.23  -0.091
C12 2.58 -0.87 2.90  -0.089
C13 1.41 -0.52 2.22  -0.082
C14 -1.37 0.31 1.11  -0.332
C15 -2.35 -0.67 1.18  -0.065
C16 -3.38 -0.56 2.11  -0.081
C17 -3.42 0.53 2.97  -0.087
C18 -2.45 1.51 2.90  -0.099
C19 -1.42 1.41 1.97  -0.121
H1 -1.68 -2.16 -4.03  0.116
H2 -0.81 -4.37 -3.27  0.100
H3 0.37 -4.54 -1.10  0.099
H4 0.70 -2.52 0.27  0.104
H5 2.74 0.20 -0.81  0.108
H6 4.80 -0.44 0.38  0.106
H7 4.70 -1.11 2.76  0.098
H8 2.53 -1.15 3.94  0.099
H9 0.46 -0.54 2.74  0.102
H10 -2.32 -1.51 0.50  0.105
H11 -4.15 -1.32 2.15  0.100
H12 -4.23 0.62 3.69  0.099
H13 -2.49 2.38 3.55  0.102
H14 -0.68 2.19 1.89  0.110
O3 1.36 4.63 -2.52  -0.722
Se1 2.19 3.22 -2.39  0.764
O4 3.76 3.37 -2.58  -0.438
O5 1.40 2.07 -3.29  -0.452
O6 1.75 2.57 -0.88  -0.561
I1 -0.74 4.64 -1.17  0.538
I2 -2.91 4.70 0.42  -0.044

***

Below is a molecular structure, C2H3F2N at a distorted geometry, with properties calculated with ωB97M-V/def2-TZVPD.

Computed properties:
E_HOMO (eV): -9.4681
ΔE to the lowest compared entry with this formula, charge and spin (kcal per mole): 32.06
Kohn-Sham gap (eV): 10.49
Spin multiplicity: 1

Last column: Löwdin charge in e.
Atoms and positions in Å:
C1 0.72 0.34 -0.39  -0.106
C2 -0.80 -0.07 0.78  -0.321
N1 0.71 -0.28 -1.42  0.102
F1 -0.21 -0.84 1.73  0.015
F2 -1.60 -0.88 0.10  0.027
H1 1.21 1.18 0.08  0.085
H2 -1.53 0.71 1.13  0.139
H3 1.51 -0.15 -2.01  0.058

***

Below is a single C5H6O molecule at a distorted geometry, with properties calculated with ωB97M-V/def2-TZVPD.

Computed properties:
E_HOMO (eV): -10.0806
ΔE to the lowest compared entry with this formula, charge and spin (kcal per mole): 86.11
SMILES: C#CC[C@H]1CO1
Kohn-Sham gap (eV): 11.09
Spin multiplicity: 1

Last column: Löwdin charge in e.
Atoms and positions in Å:
C1 2.76 -0.39 0.15  0.107
C2 1.58 -0.53 -0.06  -0.138
C3 0.17 -0.75 -0.37  -0.158
C4 -0.88 0.02 0.45  -0.334
C5 -1.62 1.17 -0.12  -0.108
O1 -2.15 -0.14 -0.11  -0.021
H1 3.80 -0.26 0.36  0.022
H2 -0.06 -1.80 -0.18  0.128
H3 0.04 -0.60 -1.45  0.131
H4 -0.73 0.04 1.52  0.141
H5 -0.79 1.40 -0.76  0.108
H6 -2.13 1.85 0.57  0.122